Molecular formula: C5H15N2O
Method: DFT, ωB97M-V/def2-TZVPD

LUMO energy (alpha / beta) = -0.2846 / -0.4144 Eh
HOMO (alpha / beta) = -19.091 / -19.103 eV
spin multiplicity = 2
charge = +2
frontier orbital gap (alpha / beta) = 0.417 / 0.288 Eh

Structure (XYZ):
```
23
Properties=species:S:1:pos:R:3:forces:R:3
O -2.442467 1.223198 -1.139678 0.069 0.708 0.130
N 0.008303 -0.797137 -1.820583 -2.210 -0.754 -1.214
N 1.753724 0.719859 -0.048882 -0.411 -0.299 -0.312
C -0.133646 -1.418556 -0.661973 0.895 0.087 0.838
C 0.184574 -2.787640 -0.508795 -0.790 -0.102 0.078
C -0.480896 -0.541717 0.508386 0.131 -0.839 -0.180
C 0.352325 0.744992 0.607585 0.174 1.134 0.304
C 0.582924 1.186455 2.032075 -0.010 0.710 1.228
H 0.166326 -3.225185 0.485453 0.156 0.014 -0.159
H 2.397873 1.366912 0.417060 -0.095 -0.152 0.284
H 0.011246 -1.393861 -2.652541 0.647 0.068 0.077
H 1.398636 0.683432 2.548902 0.060 -0.548 -0.209
H -3.007717 1.461289 -0.388561 -0.051 -0.377 -0.024
H 2.158560 -0.218581 -0.051396 0.303 0.170 0.057
H -0.134217 1.544780 0.044926 -0.212 -0.196 0.123
H 0.841273 2.244956 2.139686 -0.055 0.020 -0.511
H 1.695501 1.052455 -1.013350 0.091 -0.246 -0.106
H 0.201535 -3.450866 -1.367798 0.355 0.046 0.014
H -1.535140 -0.286185 0.377998 0.046 0.369 -0.073
H -2.524342 2.036424 -1.664532 0.085 -0.315 -0.254
H -0.485323 -1.134642 1.421003 0.449 0.062 0.111
H -0.278016 1.082152 2.694786 -0.199 -0.247 -0.359
H -0.731037 -0.092533 -1.959772 0.573 0.690 0.155
```
Positions in Å, forces in eV/Å.

***

Molecular formula: C5H15N2O2
Method: DFT, ωB97M-V/def2-TZVPD

LUMO energy = -0.1212 Eh
HOMO = -12.776 eV
charge = +1
frontier orbital gap = 0.348 Eh

Structure (XYZ):
```
24
Properties=species:S:1:pos:R:3:forces:R:3
O 1.126000 0.552959 -2.982299 0.011 0.047 0.110
O 1.852855 -2.118949 -1.140922 0.063 -0.254 0.224
N -0.386949 0.180909 -0.146221 -0.039 0.542 0.207
N -2.554756 0.128366 1.323033 -0.255 0.268 0.134
C -1.587033 -0.913572 1.745403 0.333 -0.439 0.112
C 0.969838 2.003596 -1.073236 0.682 -0.664 0.271
C -0.428064 -0.981362 0.717096 0.272 -0.143 -0.273
C 0.670597 1.173062 0.176470 -1.409 0.415 0.018
C 1.657110 1.065453 -2.031596 -0.317 0.074 -0.208
H -1.249808 -0.707075 2.748936 0.177 0.412 0.188
H -3.327242 -0.298595 0.816307 -0.144 0.195 -0.023
H -2.021134 0.729869 0.645434 0.174 -0.173 -0.218
H 2.678152 0.793743 -1.731048 0.299 -0.041 -0.070
H 0.036892 2.399143 -1.468189 0.117 0.146 -0.141
H 0.518480 -1.052050 1.230244 0.225 -0.127 0.522
H -0.315753 -0.062546 -1.123659 -0.026 -0.303 -0.092
H 0.263847 1.892413 0.891327 0.078 -0.141 0.323
H -2.921619 0.679930 2.102430 -0.002 -0.145 -0.205
H 2.381102 -2.268891 -1.934445 -0.114 0.115 -0.035
H 1.518779 0.690544 0.643932 0.500 -0.094 -0.180
H -2.107903 -1.856702 1.817775 -0.156 -0.224 -0.128
H 1.679649 2.776177 -0.775101 -0.183 0.230 -0.159
H -0.480577 -1.905022 0.146554 -0.282 0.106 -0.235
H 2.027535 -2.901401 -0.598227 -0.002 0.198 -0.143
```
Positions in Å, forces in eV/Å.

***

Molecular formula: C5H15N2Si
Method: DFT, ωB97M-V/def2-TZVPD

LUMO energy = -0.1753 Eh
HOMO = -11.375 eV
charge = +1
frontier orbital gap = 0.243 Eh

Structure (XYZ):
```
23
Properties=species:S:1:pos:R:3:forces:R:3
Si 3.918424 1.009051 -0.064080 -1.947 0.220 -1.249
N -1.767656 1.600427 -0.913384 1.319 -0.737 -1.830
N -1.887900 -3.178280 1.412138 0.058 -1.245 0.107
C 0.671784 1.641708 -0.980792 1.836 -1.827 -2.290
C 2.281490 0.828748 -0.850423 -0.363 -0.051 -0.019
C -0.725837 1.237087 -1.589976 3.332 -1.048 2.383
C -1.686139 2.315427 0.316712 -3.335 -0.902 2.611
C -0.596639 -3.799218 0.989823 -0.759 2.313 0.866
H -2.220538 -3.608462 2.286817 0.204 0.706 -0.608
H -1.833975 -2.172778 1.479177 0.139 -0.126 0.375
H 2.328763 0.027686 -1.591997 -0.071 -0.033 0.234
H -2.743520 2.532549 0.647300 1.045 -0.435 -0.323
H -0.362256 -3.299406 0.031379 0.525 -0.675 0.555
H 1.079362 2.255530 -1.822150 -0.546 0.764 1.139
H -1.261485 3.246051 0.275964 1.366 2.248 -0.748
H 4.389630 2.176935 0.754101 -0.446 -0.549 -0.173
H 0.508115 1.947735 0.008376 0.158 1.472 0.683
H 0.154813 -3.727049 1.785302 0.432 0.657 -0.452
H 5.056996 0.082309 -0.501931 -1.079 0.530 0.214
H -2.666669 1.375464 -1.302742 -0.460 -0.003 0.032
H -0.698076 -4.836523 0.924364 -0.583 -1.612 -0.839
H -1.213055 1.783830 1.153931 -0.131 -0.292 -0.565
H -0.725631 0.561176 -2.447914 -0.693 0.625 -0.105
```
Positions in Å, forces in eV/Å.

***

Molecular formula: C5H15N3
Method: DFT, ωB97M-V/def2-TZVPD

LUMO energy (alpha / beta) = 0.0230 / 0.0230 Eh
HOMO (alpha / beta) = -5.327 / -5.328 eV
charge = 0
frontier orbital gap (alpha / beta) = 0.219 / 0.219 Eh

Structure (XYZ):
```
23
Properties=species:S:1:pos:R:3:forces:R:3
N -0.440176 -0.114156 0.892516 1.162 0.418 0.394
N 1.337257 0.439211 2.358003 -0.103 -0.650 -0.938
N 1.687375 -1.175966 0.644003 -0.359 0.708 0.118
C 0.814762 -0.283578 1.271104 -0.189 0.147 0.440
C -1.031225 -0.293344 -0.366406 -0.618 -0.594 -0.732
C -0.968838 -1.689992 -0.948528 -0.007 0.169 0.098
C 1.292920 1.666970 -1.293146 -0.831 -0.635 0.442
C -2.426386 0.290569 -0.407061 0.492 -0.130 0.119
H 0.689101 1.077204 2.800749 0.339 -0.316 0.204
H 2.154084 1.133978 -1.683467 0.089 -0.175 -0.165
H -0.867624 -1.659565 -2.036462 -0.093 -0.034 -0.003
H -0.942556 0.551370 1.473608 0.119 -0.135 -0.015
H -0.135986 -2.277773 -0.569018 -0.001 -0.093 0.015
H 1.475688 -1.267535 -0.342592 -0.158 -0.049 -0.083
H 2.654693 -0.890578 0.744186 -0.091 0.108 0.092
H 1.951490 -0.114460 2.941187 -0.352 0.320 0.343
H -3.156160 -0.275977 0.191867 -0.178 -0.109 0.068
H 1.584567 2.100552 -0.335794 -0.056 0.024 0.088
H -1.874372 -2.264446 -0.716882 -0.174 -0.209 0.000
H -2.432138 1.324896 -0.054665 -0.105 0.101 -0.068
H -2.788351 0.286950 -1.435178 -0.023 0.082 0.009
H 0.383766 0.962434 -1.159474 1.209 0.895 -0.224
H 1.038110 2.473239 -1.968551 -0.072 0.157 -0.202
```
Positions in Å, forces in eV/Å.

***

Molecular formula: C5H15N3
Method: DFT, ωB97M-V/def2-TZVPD

LUMO energy = -0.1078 Eh
HOMO = -7.047 eV
charge = 0
frontier orbital gap = 0.151 Eh

Structure (XYZ):
```
23
Properties=species:S:1:pos:R:3:forces:R:3
N 0.714690 2.411943 -0.358442 -0.527 -0.204 0.378
N -0.018788 -1.122924 0.181093 0.027 1.309 -0.742
N -2.573002 -1.128605 -0.134625 0.151 -0.238 0.031
C -3.308135 0.090519 0.011812 -0.543 -0.453 -0.067
C -0.027080 1.348304 0.078065 -1.272 2.138 -0.359
C 3.031190 -1.095742 0.018818 0.133 -0.057 -0.465
C 2.106439 -0.009262 0.536042 -0.429 0.029 0.059
C 0.769516 -0.037358 -0.213496 1.319 -1.912 0.071
H -3.110814 0.527152 0.985790 0.090 0.328 0.108
H -1.005175 1.254783 -0.408258 0.168 -0.309 -0.076
H 3.128508 -1.036778 -1.067821 -0.039 0.100 -0.052
H 4.040117 -0.982623 0.406910 0.033 -0.056 0.236
H 0.221564 2.820194 -1.154290 0.367 -0.163 -0.285
H -0.332651 -0.950475 1.133706 0.174 -0.463 0.266
H 1.887957 -0.182657 1.595246 0.164 0.250 0.038
H -0.233787 1.382153 1.154576 0.695 -0.489 0.311
H -2.993437 -1.627844 -0.920118 0.313 0.050 -0.172
H -3.143039 0.822841 -0.778918 0.141 0.413 -0.134
H -4.384078 -0.124992 -0.058658 -0.096 0.093 0.147
H -0.965819 -1.175748 -0.337455 -0.522 -0.393 0.222
H 0.992232 -0.065191 -1.287837 -0.354 0.021 0.132
H 2.544423 0.976550 0.389766 0.018 0.076 0.154
H 2.659175 -2.094230 0.228096 -0.011 -0.069 0.200
```
Positions in Å, forces in eV/Å.

***

ΔE to the lowest compared entry with this formula, charge and spin
In order: 0.829, 2.019, 5.341, 2.969, 7.143
Unit: eV